Entry 1:
Below is 5 unconnected molecules or ions with the total composition H10O5, with properties calculated with wB97M-V/def2-TZVPD.

The geometry in XYZ format:
```
15
Properties=species:S:1:pos:R:3
O -1.11500 1.59706 2.82590
H -0.78427 2.10863 2.10576
H -0.89581 0.72393 2.60098
O -0.37886 -1.36930 -2.04368
H -0.12789 -1.38308 -2.99232
H -1.31333 -1.18158 -2.11980
O 2.03382 1.41127 -2.07033
H 1.38212 0.74659 -2.18552
H 2.26555 1.80199 -2.92558
O -1.22745 -1.06188 2.43533
H -0.38428 -0.82988 2.05562
H -1.65510 -1.32945 1.62272
O 0.67569 -0.50948 0.63151
H 0.43378 -0.97927 -0.17954
H 1.09103 0.25443 0.23896
```

Computed properties:
SMILES	O.O.O.O.O
E_LUMO	-0.2	eV
charge	0
maximum force	2.26	eV/Å
E	-382.17634	hartree
energy above the lowest of the compared OMol25 structures with the same formula, charge and spin	30.0	kcal/mol
frontier orbital gap	10.322	eV
multiplicity	1



Entry 2:
Below is 8 unconnected molecules or ions with the total composition C24H64O24S8, with properties calculated with wB97M-V/def2-TZVPD.

The geometry in XYZ format:
```
120
Properties=species:S:1:pos:R:3
C 7.94966 13.76152 10.13336
C 7.94077 15.27339 10.46075
O 9.34140 15.76752 10.53182
S 10.21691 15.91116 9.15695
C 11.24478 14.46502 9.15510
O 9.44026 15.90646 7.95649
O 11.10411 17.01311 9.44905
H 8.36899 13.17602 10.89519
H 8.58770 13.62165 9.27648
H 7.01601 13.37323 9.87352
H 7.38428 15.84608 9.69189
H 7.56290 15.48669 11.46367
H 11.88322 14.55347 8.30481
H 10.64188 13.55454 9.13237
H 11.96626 14.47210 9.99104
C 9.55113 14.82749 17.53995
C 9.30809 15.50436 16.21164
O 9.81629 14.50933 15.25998
S 9.59947 14.75792 13.73668
C 10.74306 15.95997 13.14058
O 9.88672 13.45712 13.19800
O 8.29433 15.24634 13.46370
H 9.01565 13.92148 17.42147
H 9.10146 15.38908 18.35886
H 10.54309 14.58957 17.76262
H 8.24191 15.63647 15.94859
H 9.84788 16.53167 16.20410
H 11.76912 15.55928 13.16618
H 10.55478 16.89959 13.67394
H 10.56658 16.06832 12.10402
C 15.62106 9.09614 9.44543
C 16.27111 9.73874 8.22161
O 15.45548 10.75452 7.72968
S 15.03509 12.02712 8.61524
C 14.82229 13.05934 7.21229
O 13.80734 11.77640 9.35326
O 16.20278 12.44031 9.33918
H 14.55105 9.23227 9.29613
H 15.75128 9.52958 10.50132
H 15.90087 8.04258 9.46845
H 17.31301 10.11343 8.35191
H 16.33580 8.97360 7.41907
H 14.45681 13.96972 7.74461
H 13.98473 12.68574 6.58034
H 15.70526 13.27076 6.55919
C 14.06998 19.38856 11.30083
C 15.24897 18.55310 10.77330
O 14.91297 17.13954 11.17348
S 15.37205 15.98059 10.16275
C 16.90782 15.41638 10.95377
O 14.39200 14.91803 10.16560
O 15.76382 16.55712 8.91382
H 14.17866 20.47754 11.05114
H 13.92021 19.32478 12.38724
H 13.18439 19.10542 10.79027
H 15.26477 18.63860 9.68918
H 16.20794 18.90300 11.19891
H 17.26790 14.53920 10.42035
H 16.73114 15.22899 11.94739
H 17.57954 16.27812 10.88376
C 10.67094 14.28798 21.83488
C 11.62045 13.16605 21.84833
O 13.01845 13.68488 21.48417
S 13.32763 13.88238 19.90558
C 12.89157 15.59682 19.53653
O 14.76282 13.74636 19.78130
O 12.42706 13.10219 19.07233
H 10.13609 14.38329 20.82013
H 11.23996 15.21016 22.12202
H 9.83996 14.08898 22.59247
H 11.75230 12.66788 22.78331
H 11.44691 12.48540 21.07738
H 13.42135 16.32437 20.19361
H 11.76969 15.64022 19.68070
H 13.09260 15.74712 18.48863
C 16.99124 9.12658 13.45253
C 16.21773 9.41335 14.69948
O 16.10165 8.20678 15.43499
S 15.60253 8.14813 16.90722
C 14.69457 6.76825 16.86926
O 16.75261 7.82144 17.69870
O 14.89751 9.38574 17.14535
H 17.38302 10.04085 13.01946
H 16.40225 8.55748 12.73929
H 17.85785 8.55105 13.61754
H 16.83047 10.18284 15.25111
H 15.19183 9.76897 14.50042
H 14.38282 6.45741 17.88961
H 15.26633 5.97634 16.39455
H 13.87138 6.92998 16.25921
C 17.14396 14.24994 17.50975
C 17.30918 12.76060 17.45062
O 18.72376 12.51666 17.71571
S 19.43481 11.22596 17.16103
C 19.11494 9.99012 18.44787
O 18.80804 10.69763 15.99747
O 20.79346 11.66350 17.12584
H 17.32538 14.65944 18.52861
H 16.08515 14.45607 17.31369
H 17.72884 14.68364 16.69565
H 16.80433 12.18829 18.26607
H 17.09846 12.28740 16.43885
H 19.51910 10.41917 19.31296
H 19.62002 9.07822 18.17290
H 17.99420 9.76531 18.52015
C 11.93507 10.36403 15.48604
C 12.08908 11.78895 15.03771
O 13.57811 12.06132 15.15859
S 14.18088 13.30153 14.39576
C 14.10313 12.73776 12.71927
O 13.39103 14.45911 14.67512
O 15.54065 13.47379 14.77243
H 12.28737 9.76179 14.64820
H 10.82448 10.18247 15.57263
H 12.40720 10.24425 16.44552
H 11.73719 11.98231 14.04147
H 11.76230 12.48807 15.78475
H 13.05262 12.44525 12.31918
H 14.88877 11.97183 12.67326
H 14.42816 13.52641 12.06338
```

Computed properties:
SMILES	CCOS(C)(=O)=O.CCOS(C)(=O)=O.CCOS(C)(=O)=O.CCOS(C)(=O)=O.CCOS(C)(=O)=O.CCOS(C)(=O)=O.CCOS(C)(=O)=O.CCOS(C)(=O)=O
E_LUMO	0.3	eV
charge	0
maximum force	4.51	eV/Å
E	-5943.91788	hartree
energy above the lowest of the compared OMol25 structures with the same formula, charge and spin	57.8	kcal/mol
frontier orbital gap	10.721	eV
multiplicity	1



Entry 3:
Below is a molecular structure, C29H28N3O3PdSi, with properties calculated with wB97M-V/def2-TZVPD.

The geometry in XYZ format:
```
65
Properties=species:S:1:pos:R:3
Pd -0.04420 0.54313 0.43951
O -1.84852 1.31650 -0.14739
C -2.80544 1.57653 0.65788
C -3.73601 2.59050 0.31403
C -4.79750 2.88323 1.11925
C -5.00078 2.17606 2.33175
C -4.11645 1.22507 2.72864
C -2.98680 0.87263 1.93525
C -2.11162 -0.09056 2.43851
N -1.05021 -0.57996 1.79060
N -0.34903 -1.52981 2.34912
C 0.89749 -1.67483 1.82817
O 1.39938 -0.80977 1.03831
C 1.68892 -2.83330 2.23004
C 2.82525 -3.15925 1.48305
C 3.64087 -4.19863 1.88492
C 3.33786 -4.91112 3.03954
C 2.20609 -4.59494 3.77926
C 1.37505 -3.56573 3.37564
H -3.56755 3.11721 -0.61560
H -5.48395 3.67049 0.83755
H -5.86671 2.39339 2.94161
H -4.27387 0.70097 3.66355
H -2.26481 -0.45908 3.45134
H 3.04439 -2.58780 0.59165
H 4.51570 -4.45475 1.30255
H 3.98561 -5.71516 3.36268
H 1.97599 -5.15582 4.67508
H 0.49348 -3.30885 3.94689
C 3.76265 2.58067 0.26477
Si 1.89101 2.76001 0.28215
C 1.26470 2.40603 2.04296
C 1.26860 4.46942 -0.20369
N 1.20010 1.57817 -0.80760
C 1.21667 1.42595 -2.11489
C 1.93331 2.23937 -3.03801
C 1.81150 2.03883 -4.38475
C 0.96167 1.03368 -4.87699
C 0.26548 0.20229 -4.01208
C 0.41509 0.36292 -2.64740
O -0.17897 -0.39421 -1.69101
C -1.01451 -1.45793 -2.05884
C -0.44993 -2.66686 -2.42646
C -1.28820 -3.72054 -2.75343
C -2.66577 -3.55626 -2.70925
C -3.21074 -2.33992 -2.32336
C -2.38273 -1.27711 -1.99263
H 4.22349 3.29442 0.95044
H 4.17916 2.75535 -0.72851
H 4.05170 1.57610 0.57910
H 1.71735 3.13894 2.71465
H 1.57865 1.42431 2.40793
H 0.17947 2.52146 2.15673
H 1.58875 5.20705 0.53496
H 0.17805 4.49080 -0.25113
H 1.65184 4.78647 -1.17429
H 2.56476 3.02659 -2.64922
H 2.36242 2.66487 -5.07328
H 0.84916 0.90695 -5.94482
H -0.39251 -0.56424 -4.39604
H 0.62787 -2.76962 -2.45064
H -0.86364 -4.67109 -3.04739
H -3.31674 -4.37901 -2.97241
H -4.28466 -2.21511 -2.28904
H -2.77767 -0.31514 -1.68991
```

Computed properties:
⟨S²⟩	6.089
E_LUMO (spin up / spin down)	-3.1 / -5.2	eV
charge	+1
maximum force	1.82	eV/Å
E	-1928.97314	hartree
energy above the lowest of the compared OMol25 structures with the same formula, charge and spin	8.6	kcal/mol
frontier orbital gap (spin up / spin down)	7.305 / 5.924	eV
multiplicity	5



Entry 4:
Below is 3 unconnected molecules or ions with the total composition C3H14NO2, with properties calculated with wB97M-V/def2-TZVPD.

The geometry in XYZ format:
```
20
Properties=species:S:1:pos:R:3
C -0.08748 -0.43334 -0.28341
C -1.58262 -0.37224 -0.76487
C -1.59371 -0.54427 -2.32318
N 0.12848 0.29172 1.01787
H 0.05055 -1.48586 -0.04365
H 0.54755 -0.06325 -1.07686
H -1.91598 0.66010 -0.50210
H -2.33621 -1.10139 -0.40628
H -1.02095 0.37483 -2.56861
H -1.04929 -1.39475 -2.75221
H -2.62032 -0.56469 -2.69677
H 0.16685 -0.35848 1.80266
H 1.04157 0.77770 0.98927
H -0.52573 1.06417 1.11715
H 2.96061 -1.59756 1.35549
H 2.12675 -2.66286 0.61718
O 2.12886 -1.71859 0.85823
H 0.56282 3.46741 1.58365
H 1.82999 2.91326 2.38612
O 1.18827 2.74810 1.69032
```

Computed properties:
⟨S²⟩	0.752
E_LUMO (spin up / spin down)	-7.1 / -15.1	eV
charge	+2
maximum force	1.69	eV/Å
E	-327.13188	hartree
energy above the lowest of the compared OMol25 structures with the same formula, charge and spin	14.8	kcal/mol
frontier orbital gap (spin up / spin down)	11.932 / 4.005	eV
multiplicity	2



Entry 5:
Below is 2 unconnected molecules or ions with the total composition C11H15N, with properties calculated with wB97M-V/def2-TZVPD.

The geometry in XYZ format:
```
27
Properties=species:S:1:pos:R:3
C 1.30709 -0.40962 2.01401
C 0.43584 -1.03973 0.86979
C 0.95532 -1.91443 -0.00299
N 0.02339 -2.16731 -1.00699
C -1.24961 -1.71441 -0.55232
C -2.57622 -2.12228 -0.93493
C -3.60666 -1.35272 -0.39103
C -3.27351 -0.30349 0.46635
C -2.03996 -0.09844 0.94028
C -0.96920 -0.88003 0.52571
H 2.37502 -0.58514 2.11506
H 0.91683 -0.75488 2.97164
H 1.32600 0.64983 1.98908
H 1.98911 -2.29211 0.00363
H -0.01533 -2.95492 -1.68900
H -2.69808 -2.99611 -1.62160
H -4.60315 -1.48307 -0.72791
H -4.16630 0.36570 0.71384
H -1.80155 0.60284 1.70529
C 1.91250 3.21257 -0.50616
C 2.52048 2.15821 -1.35141
H 2.09940 3.21580 0.60279
H 2.36626 4.11514 -0.76280
H 0.78929 3.21089 -0.45290
H 2.01583 2.20528 -2.35625
H 2.37214 1.08730 -0.96218
H 3.59506 2.24511 -1.59899
```

Computed properties:
SMILES	Cc1c[nH]c2ccccc12.CC
E_LUMO	0.9	eV
charge	0
maximum force	3.96	eV/Å
E	-482.85568	hartree
energy above the lowest of the compared OMol25 structures with the same formula, charge and spin	37.3	kcal/mol
frontier orbital gap	8.956	eV
multiplicity	1



Entry 6:
Below is 2 unconnected molecules or ions with the total composition C2H8N3, with properties calculated with wB97M-V/def2-TZVPD.

The geometry in XYZ format:
```
13
Properties=species:S:1:pos:R:3
C -0.74347 -0.95782 0.92053
C 0.14137 -0.77000 -0.33929
N 0.45018 -0.11945 0.73438
N 1.27239 0.58867 1.44887
N -0.71150 0.62666 -1.69241
H -1.69828 -0.52889 0.90316
H -0.66717 -1.74409 1.66292
H 0.67003 -1.60920 -0.93051
H 1.26107 1.66791 1.67143
H 2.26135 0.30334 1.31758
H -1.32281 0.22934 -2.39452
H 0.01115 0.99166 -2.30239
H -0.92431 1.32186 -0.99975
```

Computed properties:
E_LUMO	-4.0	eV
charge	+1
maximum force	5.53	eV/Å
E	-244.85636	hartree
energy above the lowest of the compared OMol25 structures with the same formula, charge and spin	132.6	kcal/mol
frontier orbital gap	9.870	eV
multiplicity	1